# 1
{"formula": "C32H99N5O15", "method": "wB97M-V/def2-TZVPD", "species": ["C", "C", "C", "O", "H", "H", "H", "H", "H", "H", "H", "H", "C", "C", "C", "O", "C", "N", "H", "H", "H", "H", "H", "H", "H", "H", "H", "H", "H", "C", "C", "C", "O", "C", "N", "H", "H", "H", "H", "H", "H", "H", "H", "H", "H", "H", "C", "C", "C", "O", "C", "N", "H", "H", "H", "H", "H", "H", "H", "H", "H", "H", "H", "C", "C", "C", "O", "C", "N", "H", "H", "H", "H", "H", "H", "H", "H", "H", "H", "H", "C", "C", "C", "O", "C", "N", "H", "H", "H", "H", "H", "H", "H", "H", "H", "H", "H", "C", "O", "H", "H", "H", "H", "C", "O", "H", "H", "H", "H", "C", "O", "H", "H", "H", "H", "C", "O", "H", "H", "H", "H", "C", "O", "H", "H", "H", "H", "C", "O", "H", "H", "H", "H", "C", "O", "H", "H", "H", "H", "C", "O", "H", "H", "H", "H", "C", "O", "H", "H", "H", "H"], "xyz": [[4.25061, -4.17204, -1.11020], [5.11107, -4.27978, 0.10307], [5.65692, -5.69132, 0.45119], [6.20562, -3.44479, -0.05544], [4.74528, -4.54670, -2.00632], [4.00169, -3.12537, -1.28520], [3.35256, -4.77731, -0.98671], [4.44163, -4.01021, 0.91994], [6.46010, -5.49499, 1.16144], [6.02593, -6.26009, -0.40230], [4.88572, -6.20181, 1.02803], [5.95920, -2.54812, 0.18302], [2.24852, 2.44525, 6.18654], [1.46377, 2.68985, 4.90443], [1.35758, 1.42900, 4.01141], [1.11712, 1.70136, 2.62037], [2.12895, 2.42009, 1.92936], [0.16245, 3.19210, 5.22761], [3.29893, 2.24504, 5.97523], [1.93813, 1.60919, 6.81325], [2.27986, 3.34983, 6.79389], [2.06328, 3.42181, 4.36320], [0.54390, 0.77751, 4.33015], [2.28568, 0.86280, 4.08977], [3.15479, 2.19350, 2.21991], [1.90861, 3.44755, 2.21899], [2.01006, 2.28872, 0.85387], [-0.31342, 2.60582, 5.89838], [-0.36353, 2.97184, 4.39398], [-0.51238, 8.41339, 1.81639], [-1.61937, 7.37378, 1.81094], [-1.22440, 5.93394, 1.42087], [-0.64016, 5.94743, 0.05975], [0.04239, 4.78579, -0.27164], [-2.19105, 7.34702, 3.14439], [-0.04021, 8.50580, 0.83834], [0.29196, 8.32449, 2.54662], [-0.94955, 9.38758, 2.03536], [-2.48381, 7.61203, 1.19119], [-2.11104, 5.30007, 1.40789], [-0.44618, 5.54604, 2.07814], [0.95932, 4.61854, 0.29347], [0.34173, 4.77517, -1.31969], [-0.62185, 3.94273, -0.08156], [-1.48722, 7.06192, 3.81031], [-2.81282, 6.55937, 3.25884], [0.62299, -1.44396, -1.52477], [0.46865, -0.20398, -0.66994], [-0.85057, 0.47161, -0.87923], [-1.04527, 0.85858, -2.23231], [-2.10455, 1.80442, -2.41656], [0.60468, -0.60266, 0.73259], [1.64350, -1.81356, -1.62507], [0.31524, -1.23952, -2.55026], [-0.07490, -2.22314, -1.21830], [1.31528, 0.41702, -0.96265], [-0.82918, 1.37456, -0.26904], [-1.60346, -0.22583, -0.51204], [-2.49010, 1.99356, -3.41840], [-1.72486, 2.72797, -1.97955], [-2.96607, 1.47937, -1.83327], [0.58492, 0.26202, 1.25415], [-0.23078, -1.10682, 0.99319], [1.59882, -3.92437, 2.41387], [2.07029, -3.20188, 3.69705], [3.61598, -3.09246, 3.81968], [4.22046, -4.37582, 3.70981], [5.64755, -4.28298, 3.71047], [1.48212, -1.87442, 3.71014], [1.99827, -3.44783, 1.51863], [0.51265, -3.89752, 2.32673], [1.79262, -4.99207, 2.31111], [1.68054, -3.72675, 4.56923], [3.95999, -2.63083, 4.74523], [3.87553, -2.41836, 3.00339], [5.93231, -3.81320, 4.65192], [6.07087, -3.68506, 2.90339], [6.12554, -5.25951, 3.63297], [1.73601, -1.38675, 2.86290], [0.48563, -2.03109, 3.65947], [-2.58400, -2.80122, -3.20997], [-2.95713, -1.97860, -4.45947], [-4.33079, -1.14415, -4.29643], [-4.41177, -0.47716, -3.04124], [-5.65169, 0.20454, -3.02323], [-1.88351, -1.00986, -4.56183], [-3.23616, -3.65431, -3.02288], [-2.66949, -2.28475, -2.25391], [-1.52367, -3.05328, -3.19379], [-2.99202, -2.53657, -5.39517], [-5.12397, -1.88823, -4.36912], [-4.49866, -0.46055, -5.12866], [-6.55792, -0.39523, -3.10767], [-5.62786, 0.99538, -3.77295], [-5.73169, 0.76593, -2.09234], [-2.24261, -0.44441, -5.31776], [-1.95255, -0.44818, -3.72526], [-2.08962, -0.83142, 3.72143], [-1.25450, -1.63647, 2.95217], [-2.07682, -1.21893, 4.74015], [-1.73648, 0.19956, 3.74258], [-3.12316, -0.79625, 3.37698], [-1.78476, -2.36937, 2.63081], [3.72083, -0.70263, 0.83342], [5.11104, -0.93149, 1.08502], [3.72497, 0.10767, 0.10438], [3.14458, -1.54103, 0.44213], [3.10305, -0.43683, 1.69120], [5.61324, -0.11378, 1.05771], [-1.24219, -5.15724, -0.31566], [-1.77384, -6.15640, 0.56503], [-1.93459, -4.83966, -1.09529], [-1.02811, -4.18797, 0.13466], [-0.31293, -5.56575, -0.71277], [-1.48668, -7.05895, 0.40838], [1.37421, -1.06812, -5.80812], [0.30596, -2.02259, -5.91772], [1.70695, -0.90175, -4.78358], [2.19534, -1.61062, -6.27668], [1.24762, -0.09298, -6.27841], [-0.45306, -1.67209, -5.44587], [1.67518, -4.47374, -3.78534], [1.95938, -5.35429, -4.90116], [2.58878, -4.33472, -3.20732], [1.45918, -3.47544, -4.16592], [0.86762, -4.80057, -3.13026], [1.30366, -5.27976, -5.59835], [-5.07114, 0.29374, 0.28908], [-4.70186, 0.12187, 1.61396], [-4.11853, 0.34799, -0.23787], [-5.63208, -0.59196, -0.00918], [-5.68563, 1.19348, 0.25801], [-4.31417, 0.96464, 1.86104], [-2.45264, 2.49454, 2.01210], [-3.72961, 2.67471, 2.61399], [-2.49144, 3.09518, 1.10336], [-1.69383, 2.95940, 2.64157], [-2.16685, 1.47875, 1.73901], [-3.88311, 3.60503, 2.79438], [-5.30340, 3.99456, -4.25702], [-5.65803, 4.22338, -5.58343], [-4.44984, 3.31855, -4.30756], [-4.95665, 4.87315, -3.71301], [-6.11917, 3.58430, -3.66180], [-5.98844, 5.12178, -5.65622], [0.72404, 2.54611, -4.43435], [1.02053, 2.24757, -3.05667], [-0.34503, 2.74626, -4.50603], [1.29068, 3.42009, -4.75555], [1.05762, 1.72296, -5.06621], [0.52218, 1.47564, -2.77853]], "orbital_gap_ha": 0.3249, "fmax_ev_per_a": 2.7}

***

# 2
{"formula": "C33H18I2N8Ni", "method": "wB97M-V/def2-TZVPD", "species": ["Ni", "C", "C", "C", "C", "C", "N", "C", "N", "C", "C", "C", "C", "C", "C", "C", "C", "N", "C", "N", "C", "N", "C", "N", "C", "N", "C", "C", "C", "C", "C", "C", "C", "C", "C", "C", "C", "C", "N", "C", "C", "H", "H", "H", "H", "H", "H", "H", "H", "H", "H", "H", "H", "H", "H", "H", "H", "I", "C", "I", "H", "H"], "xyz": [[0.08899, -0.31393, -0.07627], [-1.63398, -3.92189, 5.07000], [-2.79614, -4.16376, 4.31891], [-2.97020, -3.60816, 3.06633], [-1.94620, -2.80086, 2.58145], [-1.79007, -2.06152, 1.34268], [-0.58996, -1.41081, 1.32922], [0.02819, -1.68025, 2.51872], [1.17665, -1.21704, 2.95126], [1.90559, -0.40728, 2.22194], [3.16342, 0.13805, 2.70152], [3.84658, -0.00789, 3.90370], [5.04289, 0.67070, 4.03606], [5.54596, 1.47216, 2.99836], [4.86420, 1.61217, 1.80477], [3.66064, 0.92780, 1.67690], [2.69591, 0.84396, 0.59392], [2.87564, 1.46666, -0.54670], [1.98494, 1.40037, -1.50590], [0.79039, 0.73652, -1.50011], [0.17354, 1.00658, -2.68763], [-1.01290, 0.61489, -3.08841], [-1.77422, -0.13641, -2.32960], [-1.49374, -0.62981, -1.08696], [-2.57351, -1.37129, -0.69283], [-2.72515, -2.04492, 0.42086], [-3.59925, -1.34633, -1.72229], [-4.85925, -1.92828, -1.79836], [-5.59101, -1.69937, -2.94851], [-5.08083, -0.91274, -3.99355], [-3.82709, -0.33646, -3.91268], [-3.09551, -0.56974, -2.75388], [1.01207, 1.86516, -3.50495], [0.83618, 2.41381, -4.77083], [1.84875, 3.21937, -5.25526], [3.00486, 3.47337, -4.49947], [3.17539, 2.92688, -3.24209], [2.15443, 2.11477, -2.75896], [1.65187, 0.04110, 0.95535], [-0.79822, -2.56165, 3.32315], [-0.62030, -3.11825, 4.58582], [-1.53577, -4.37548, 6.04749], [-3.56812, -4.79814, 4.73421], [-3.86115, -3.78756, 2.48088], [3.45009, -0.62686, 4.69671], [5.60695, 0.58614, 4.95561], [6.48614, 1.98840, 3.14164], [5.24167, 2.22673, 0.99916], [-5.24337, -2.53077, -0.98698], [-6.57703, -2.13345, -3.05019], [-5.68466, -0.75763, -4.87798], [-3.42533, 0.27268, -4.71048], [-0.05853, 2.21439, -5.34394], [1.75258, 3.66710, -6.23564], [3.77445, 4.11128, -4.91401], [4.06068, 3.11691, -2.65121], [0.27717, -2.92448, 5.15688], [0.26485, 3.96847, 0.37739], [-1.21520, 3.80343, 1.88509], [-1.59987, 1.81917, 2.51875], [-2.13731, 4.21067, 1.49223], [-0.87062, 4.36325, 2.74432]], "orbital_gap_ha": [0.1804, 0.1805], "fmax_ev_per_a": 0.1}

***

# 3
{"formula": "C33H20BrF3FeN4O5S2", "method": "wB97M-V/def2-TZVPD", "species": ["Fe", "O", "C", "O", "C", "C", "C", "N", "C", "C", "C", "C", "C", "C", "C", "N", "C", "C", "C", "C", "C", "N", "H", "H", "H", "H", "H", "H", "H", "H", "H", "H", "Br", "C", "C", "N", "C", "C", "C", "C", "O", "O", "H", "H", "H", "F", "C", "F", "F", "C", "C", "C", "C", "C", "C", "C", "C", "H", "H", "H", "H", "C", "O", "C", "S", "S", "H", "H", "H"], "xyz": [[0.48098, -1.17467, -0.92553], [-6.17602, -1.19430, -2.49906], [-5.17938, -0.86325, -3.13547], [-5.10674, -0.26005, -4.22904], [-3.81385, -1.25776, -2.59289], [-2.69752, -1.19613, -3.48126], [-1.44270, -1.55373, -2.97373], [-1.28384, -1.75747, -1.67772], [-2.30029, -1.79848, -0.79851], [-3.61574, -1.66285, -1.32066], [-1.83739, -1.93978, 0.56465], [-2.73272, -2.10526, 1.61250], [-2.28787, -2.31038, 2.87356], [-0.92063, -2.35638, 3.12570], [-0.04769, -2.09295, 2.07047], [-0.46828, -1.90690, 0.81457], [-0.14106, -1.70052, -3.70379], [-0.09385, -1.81131, -5.08450], [1.14853, -2.00482, -5.68124], [2.29840, -2.06895, -4.91401], [2.18119, -1.91643, -3.51608], [0.99506, -1.75168, -2.95645], [-2.84330, -0.89798, -4.48661], [-4.51356, -1.76066, -0.68424], [-3.77177, -2.04686, 1.34055], [-3.00565, -2.39077, 3.71600], [-0.52736, -2.46184, 4.13585], [1.04188, -2.09811, 2.25056], [-0.97439, -1.76707, -5.68210], [1.26106, -2.04340, -6.77581], [3.26555, -2.17560, -5.42270], [3.04991, -1.88657, -2.84770], [-1.92847, 2.03501, -5.65325], [-1.57528, 2.00675, -3.80207], [-2.58493, 1.96996, -2.86190], [-2.35074, 1.87298, -1.55850], [-1.10340, 1.65516, -1.15637], [-0.03484, 1.70078, -2.06417], [-0.29442, 1.89631, -3.39276], [1.37172, 1.41008, -1.70486], [2.31897, 1.97647, -2.25234], [1.50222, 0.47577, -0.82762], [-3.61061, 2.00085, -3.15487], [-0.95294, 1.54524, -0.08755], [0.51076, 1.88481, -4.14089], [-0.96294, 1.79836, 8.64027], [-0.59718, 2.76876, 7.76333], [0.23555, 3.62112, 8.40385], [-1.70062, 3.49750, 7.46520], [0.00569, 2.17701, 6.47058], [0.44167, 0.84535, 6.49527], [1.07474, 0.21632, 5.42441], [1.36379, 0.99446, 4.30315], [0.88270, 2.30681, 4.24656], [0.22721, 2.91401, 5.34127], [2.11211, 0.47355, 3.20673], [2.83425, -0.05752, 2.40599], [0.35470, 0.24424, 7.42466], [1.39913, -0.83941, 5.46562], [1.03259, 2.91687, 3.36356], [-0.08861, 3.94868, 5.16687], [5.50638, 0.89669, -1.76428], [5.19477, 0.00498, -0.68335], [4.54583, 0.51819, 0.35780], [4.46572, 2.08599, 0.80247], [3.76668, -0.85102, 1.24679], [5.97712, 0.31757, -2.56599], [6.17177, 1.64506, -1.38642], [4.54794, 1.33916, -2.05250]], "spin_multiplicity": 6, "orbital_gap_ha": [0.1607, 0.2542], "total_charge": -1, "s2": 8.7769, "fmax_ev_per_a": 2.1}